Record 1
Below is a structure of composition C29H52Cl2N3NbO3P2Si4, with properties calculated with ωB97M-V/def2-TZVPD.

The charge is 0. Its orbital gap (spin up / spin down) is 3.58 / 3.57 eV. The value obtained for the LUMO energy (spin up / spin down) is -2.1 / -2.1 eV.

Geometry as XYZ:
```
96
Properties=species:S:1:pos:R:3:forces:R:3
Nb -0.578570 0.487470 0.038608 -0.9 0.5 2.0
O 3.141290 -2.839894 1.326685 1.0 -0.5 0.4
C 2.893388 -4.214158 1.683492 0.1 0.5 -0.6
O 3.198600 -2.355195 -1.376801 1.4 0.4 0.1
C 2.564994 -3.120984 -2.378678 -0.3 -1.2 -0.3
H 2.780390 -4.812970 0.769674 0.0 0.0 0.4
H 1.946353 -4.230906 2.221939 0.1 -0.1 -0.1
H 3.708654 -4.612329 2.301111 0.0 0.1 0.1
H 3.268168 -3.718657 -2.986901 0.0 0.6 -0.1
H 1.910046 -2.490468 -2.997467 0.4 0.0 0.0
H 1.877488 -3.811120 -1.723038 1.9 1.0 -2.9
C 4.403670 -2.685978 0.666974 -0.6 0.0 -0.1
C 4.314586 -3.029988 -0.818689 -0.4 0.3 0.0
H 5.169606 -3.355958 1.108004 -0.2 0.4 0.1
H 4.694281 -1.627514 0.774529 -0.1 -0.4 0.1
H 4.259082 -4.132414 -0.930432 -0.2 0.5 -0.2
H 5.226570 -2.663153 -1.326052 0.0 -0.3 0.1
Cl 0.826522 -0.907057 -1.010321 -0.2 0.3 0.2
Cl 0.827182 -4.203178 -0.623440 -3.1 -1.3 2.8
N -1.348190 2.024457 -1.260820 0.6 -1.6 0.7
P 1.400594 2.036349 0.662606 0.5 -0.2 -0.8
P -2.557294 -0.944049 -0.819842 0.4 -0.6 -1.2
C -3.527819 0.110242 -1.907036 -0.5 0.1 -0.1
C -3.377734 -1.261873 0.729328 -0.2 -0.2 0.5
C 0.649516 3.646051 0.349104 0.4 0.6 0.0
C 1.621975 1.639031 2.404951 0.2 0.1 0.2
Si 0.345568 0.365026 3.116042 0.5 -0.1 1.3
H 1.567904 2.593614 2.957201 0.0 -0.4 0.0
H 2.634795 1.204070 2.536652 -0.5 0.2 -0.1
C -0.554705 1.363079 4.455596 -0.1 0.0 -0.2
C 1.367714 -0.964509 3.976397 0.0 0.3 -0.1
Si -2.162906 -1.196387 2.255900 -0.7 -0.9 0.7
H -3.829268 -2.267450 0.656447 0.0 0.4 0.2
H -4.195660 -0.530235 0.871361 0.4 -0.2 0.0
C -1.750717 -2.954334 2.783917 -0.2 0.1 -0.2
C -3.242714 -0.385701 3.571985 0.0 0.1 -0.1
Si -2.992038 1.943331 -1.813052 -0.6 0.0 0.1
H -4.579058 -0.021999 -1.583806 0.3 0.2 -0.4
H -3.417999 -0.260745 -2.936352 -0.1 0.0 0.3
C -4.321065 2.706129 -0.722816 0.0 0.1 0.0
C -3.195381 2.751243 -3.488154 0.1 -0.3 -0.2
Si -0.589739 3.585616 -1.127204 0.3 0.4 0.3
H 1.479106 4.304263 0.042181 -0.3 0.1 0.2
H 0.184773 4.056701 1.263460 0.1 -0.2 -0.4
C -2.289997 -2.540836 -1.689257 0.2 0.1 0.0
C -2.397847 -3.781963 -1.045561 0.0 0.4 -0.1
H -2.670720 -3.836259 0.014143 0.2 -0.1 -0.5
C -2.104185 -4.950503 -1.750153 0.0 0.3 -0.1
H -2.112030 -5.900438 -1.221621 0.0 0.2 -0.2
C -1.738767 -4.884742 -3.094367 -0.1 0.2 0.4
H -1.484830 -5.795413 -3.625341 -0.1 0.1 0.0
C -1.641644 -3.651495 -3.741730 0.1 0.1 0.0
H -1.363272 -3.598415 -4.795974 0.0 -0.1 0.3
C -1.873109 -2.477821 -3.037924 -0.3 0.0 0.6
H -1.745341 -1.498027 -3.508101 0.0 -0.4 0.0
C 3.036441 2.063294 -0.164046 -0.1 0.2 -0.2
C 3.122190 1.655140 -1.504588 -0.3 0.0 0.3
H 2.252759 1.198337 -1.997552 0.5 0.2 0.3
C 4.306874 1.836669 -2.207483 0.1 0.1 0.2
H 4.342801 1.534788 -3.248585 0.1 0.0 0.1
C 5.416416 2.406241 -1.578103 -0.2 0.0 0.1
H 6.340297 2.553207 -2.135853 -0.2 -0.1 0.1
C 5.340986 2.802819 -0.238971 -0.1 0.0 0.1
H 6.206063 3.244963 0.261534 -0.3 -0.1 -0.2
C 4.151112 2.645475 0.471353 -0.3 -0.2 -0.3
H 4.069065 2.977015 1.510588 0.1 -0.1 -0.3
H -2.452433 2.367162 -4.201847 -0.2 0.1 0.1
H -3.091437 3.842929 -3.435377 -0.1 -0.2 0.0
H -4.207592 2.506036 -3.851818 0.3 0.2 0.0
H -4.588166 2.042450 0.111927 0.1 0.2 -0.1
H -5.216223 2.820813 -1.361131 0.3 0.0 0.3
H -4.062511 3.694480 -0.319875 -0.1 -0.3 -0.1
C 0.384628 3.922905 -2.685167 0.1 0.1 0.0
C -1.687697 5.065400 -0.780642 -0.1 0.0 0.1
H 0.885770 3.017831 -3.053781 -0.1 0.2 0.1
H 1.146604 4.685783 -2.460762 -0.2 -0.2 -0.2
H -0.275049 4.302035 -3.477890 0.2 -0.1 0.1
H -2.115161 5.048150 0.236542 0.1 0.0 -0.4
H -2.506793 5.175134 -1.503710 0.2 0.1 0.2
H -1.027837 5.947548 -0.857711 -0.3 -0.2 0.0
H 2.271690 -1.191043 3.397002 -0.2 -0.1 0.1
H 0.790976 -1.891764 4.060274 0.1 0.1 0.0
H 1.656762 -0.642248 4.985376 0.0 0.0 -0.2
H -1.417974 1.939863 4.101683 0.2 -0.2 0.1
H 0.160925 2.086704 4.873844 -0.1 -0.2 0.0
H -0.886185 0.713213 5.273330 0.0 0.1 -0.1
H -2.656900 -3.573020 2.846886 0.2 0.1 0.0
H -1.275684 -2.942409 3.774380 -0.1 0.0 -0.2
H -1.052522 -3.409218 2.066907 -0.1 0.0 0.1
H -3.426015 0.680377 3.376302 0.1 -0.3 0.1
H -2.812366 -0.493967 4.574873 -0.1 0.1 -0.2
H -4.220622 -0.892473 3.560173 0.2 0.1 0.1
N -0.637198 -0.447514 1.941558 0.0 1.2 -2.7
O -2.903125 3.725181 2.272731 0.7 -1.2 -0.4
C -2.295515 2.796414 1.818924 -0.6 1.2 0.3
N -1.687572 1.883742 1.351352 0.3 -0.2 -0.3
```
Forces are in eV/Å.

=====

Record 2
Below is a structure of composition C65H66N2OP2Pd, with properties calculated with ωB97M-V/def2-TZVPD.

The charge is 0. For the energy above the lowest of the compared OMol25 structures with the same formula, charge and spin, the calculation gives 29.8 kcal/mol. Its orbital gap is 3.46 eV. The value obtained for the LUMO energy is -1.7 eV.

Geometry as XYZ:
```
137
Properties=species:S:1:pos:R:3:forces:R:3
C -8.394119 -2.906382 0.964608 0.0 -0.1 0.1
C -8.090127 -3.507169 -0.414358 0.1 0.4 -0.2
C -8.522232 -4.974796 -0.405002 0.0 0.1 0.1
C -8.983504 -2.763968 -1.422792 -0.1 0.0 -0.1
C -6.600508 -3.350253 -0.775919 -0.6 0.0 0.0
C -5.901980 -4.399601 -1.391717 0.1 0.3 0.4
C -4.573152 -4.276447 -1.746059 0.3 0.8 -0.1
C -3.856415 -3.020154 -1.612735 -1.1 -0.2 0.3
O -2.748167 -2.780485 -2.182543 0.6 -0.3 0.5
C -4.554102 -2.043171 -0.787046 0.6 -0.4 -0.6
C -5.897615 -2.167167 -0.497362 -0.2 -0.4 0.3
H -8.201269 -1.825400 0.984806 0.0 -0.3 0.1
H -9.456104 -3.070757 1.193108 0.2 0.1 0.1
H -7.793615 -3.398509 1.738567 -0.1 0.2 -0.1
H -8.424874 -5.425174 -1.397426 0.0 0.0 0.2
H -7.927122 -5.543341 0.317311 -0.1 0.0 -0.2
H -9.574293 -5.039432 -0.109774 0.1 0.0 0.0
H -8.832232 -3.146512 -2.439824 0.0 0.1 0.1
H -10.039403 -2.917789 -1.154869 0.1 0.1 -0.1
H -8.781367 -1.684098 -1.410919 0.0 -0.2 -0.1
H -6.420049 -5.341580 -1.572900 0.3 0.2 0.0
H -4.048186 -5.110742 -2.192080 0.1 0.0 -0.2
H -3.990244 -1.184537 -0.416992 -0.2 0.0 -0.3
H -6.397232 -1.330173 0.003096 0.1 -0.3 0.0
C 4.545260 -4.769307 1.936216 -0.1 -0.1 0.0
N 4.826867 -3.812623 0.893129 0.5 0.2 0.0
C 6.134466 -3.859042 0.266474 0.1 -0.1 -0.3
C 3.828547 -3.059613 0.353240 0.2 0.5 -1.0
C 4.034858 -2.361322 -0.867667 0.2 -0.5 0.8
C 3.025339 -1.591351 -1.412269 -1.2 0.4 0.4
C 1.705333 -1.536300 -0.817726 -0.3 -1.2 -0.7
C 0.561202 -1.090718 -1.618807 1.1 -0.1 2.1
C 0.545728 -1.214948 -2.986077 -0.6 0.0 -2.0
C -0.563194 -0.911985 -3.795290 2.8 0.6 0.6
C -1.467344 0.162299 -3.536038 -1.7 1.4 0.5
C -2.485616 -0.012723 -2.565940 0.2 -0.6 -0.7
C -3.717321 0.577239 -2.761481 0.1 0.9 -0.1
C -3.823479 1.683832 -3.638861 0.4 -0.7 0.0
N -5.031815 2.286933 -3.822711 -0.5 0.4 -0.2
C -5.115925 3.666460 -4.247512 0.3 -0.1 0.1
C -6.240047 1.670396 -3.331124 -0.1 -0.1 0.3
C -2.665697 2.125343 -4.336941 -0.2 0.2 0.4
C -1.525553 1.346153 -4.335267 -0.1 -1.2 -0.1
Pd 2.213095 0.327729 0.178481 -0.2 0.0 -0.7
P 4.203651 1.221109 0.720331 -0.5 -0.4 0.0
C 4.209766 3.001939 1.093259 0.5 0.5 0.1
C 4.533731 3.524305 2.357842 -0.1 0.1 -0.3
C 4.437260 4.891916 2.602717 -0.1 0.1 -0.3
C 3.983867 5.754170 1.602105 0.0 -0.3 -0.1
C 3.668953 5.246119 0.334668 0.2 -0.1 0.3
C 3.809517 3.882559 0.076805 0.0 0.2 0.3
C 4.907909 0.427428 2.175378 0.8 0.1 0.5
C 6.144144 0.883291 2.674381 -0.2 -0.5 0.1
C 6.748395 0.230077 3.746384 0.0 0.2 -0.1
C 6.103658 -0.845412 4.356922 -0.2 -0.1 -0.1
C 4.861345 -1.285528 3.884497 0.3 0.2 0.1
C 4.266164 -0.654537 2.793739 0.1 0.1 -0.2
C 5.382981 0.915441 -0.629587 0.7 0.1 0.0
C 6.579823 0.204442 -0.433266 -0.1 0.3 -0.4
C 7.432461 -0.050244 -1.510408 -0.2 0.0 -0.2
C 7.086299 0.374024 -2.796882 0.0 0.0 0.2
C 5.890983 1.072840 -2.999723 0.0 0.0 0.3
C 5.036905 1.333996 -1.924770 0.4 -0.2 -0.1
P 0.523049 1.360710 1.288237 -0.2 0.2 -0.3
C -0.548700 0.078299 1.992713 -0.8 -0.3 0.5
C -0.368594 -0.414496 3.300614 -0.1 -0.2 -0.4
C -0.991398 -1.602732 3.696788 -0.3 0.0 -0.2
C -1.807547 -2.316025 2.804016 0.5 0.2 0.1
C -2.000676 -1.818874 1.512029 -0.3 -0.1 0.1
C -1.458732 -0.589373 1.141685 0.5 -0.2 0.4
C 0.966613 2.487817 2.654679 0.0 0.5 0.3
C 0.554492 3.833179 2.677696 0.1 -0.3 0.2
C 0.841066 4.628163 3.789680 0.1 0.0 -0.1
C 1.574272 4.121476 4.863774 0.0 -0.1 -0.1
C 2.072008 2.819601 4.803252 -0.2 0.1 -0.2
C 1.778549 2.016286 3.700896 -0.1 0.1 0.0
C -0.559429 2.310079 0.183670 -0.6 0.5 0.0
C -1.940297 2.475046 0.415221 0.3 0.4 -0.3
C -2.699183 3.277271 -0.443009 0.1 0.0 0.2
C -2.093106 3.946608 -1.507038 0.2 -0.1 0.1
C -0.732391 3.760852 -1.759325 -0.1 0.0 0.1
C 0.023810 2.935783 -0.929599 -0.2 0.0 0.0
C 1.520490 -2.253313 0.432896 0.4 0.0 -0.5
C 2.565127 -2.967364 0.995603 -0.5 0.2 0.1
H 4.345164 -4.270152 2.893798 0.0 -0.2 0.0
H 3.673971 -5.370795 1.644004 0.1 0.0 0.3
H 5.417709 -5.422194 2.033974 -0.3 0.1 0.2
H 6.680072 -2.897096 0.297576 -0.4 -0.3 0.1
H 6.733596 -4.609983 0.784887 0.0 0.2 -0.1
H 6.053542 -4.164960 -0.791341 0.1 0.1 0.3
H 4.997855 -2.413714 -1.365393 -0.2 0.1 0.1
H 3.152570 -1.140671 -2.399015 0.2 0.0 0.4
H -0.333192 -0.787399 -1.086785 0.0 -0.3 -0.1
H 1.445850 -1.580513 -3.502312 -0.7 -0.5 0.3
H -0.564220 -1.336977 -4.803857 0.1 0.3 0.2
H -2.358658 -0.803519 -1.827712 -0.4 -0.1 -0.5
H -4.599127 0.181704 -2.252043 0.5 0.3 0.1
H -4.666196 3.800169 -5.237717 -0.2 0.1 0.1
H -6.172799 3.930388 -4.275275 0.2 0.2 -0.2
H -4.599251 4.331023 -3.535508 -0.1 0.0 -0.2
H -6.243427 1.586955 -2.233636 -0.1 0.0 -0.1
H -7.076493 2.304076 -3.630820 0.0 -0.3 0.1
H -6.380310 0.661611 -3.748855 0.1 0.3 0.1
H -2.696418 3.064796 -4.887596 0.1 -0.3 0.1
H -0.663715 1.608740 -4.961205 -0.4 -0.1 0.1
H 4.882444 2.872762 3.154074 -0.2 0.1 -0.2
H 4.723760 5.280548 3.580159 -0.1 -0.1 -0.2
H 3.892576 6.818611 1.807680 0.0 -0.2 -0.1
H 3.327753 5.912661 -0.455929 0.1 -0.1 0.2
H 3.626798 3.504702 -0.927849 -0.2 0.1 0.3
H 6.627051 1.747102 2.209729 -0.1 -0.4 0.1
H 7.725484 0.575712 4.093864 -0.3 -0.2 0.0
H 6.570963 -1.336380 5.209343 -0.1 0.1 -0.2
H 4.350317 -2.120812 4.363537 0.2 0.2 -0.1
H 3.310191 -1.020443 2.400442 0.4 0.3 0.1
H 6.865492 -0.127303 0.560485 -0.1 0.0 -0.2
H 8.374318 -0.574444 -1.338479 -0.3 0.1 -0.1
H 7.750607 0.167773 -3.638678 -0.2 0.1 0.3
H 5.624744 1.424971 -3.994606 0.0 -0.1 0.2
H 4.093675 1.853638 -2.102960 0.2 -0.2 0.0
H 0.237805 0.141467 4.016414 -0.1 -0.3 -0.2
H -0.838386 -1.980666 4.710706 -0.1 0.2 -0.3
H -2.298958 -3.242531 3.115454 0.3 0.3 -0.2
H -2.580193 -2.397966 0.785654 0.0 0.3 0.3
H -1.734875 -0.153040 0.181796 0.2 -0.2 0.1
H 0.007289 4.249916 1.828577 0.1 -0.1 0.3
H 0.491126 5.660790 3.809770 0.1 -0.3 0.0
H 1.768259 4.741290 5.740014 0.0 -0.1 -0.3
H 2.683452 2.425998 5.614919 -0.1 0.1 -0.2
H 2.182876 1.003601 3.663639 -0.1 0.2 0.0
H -2.417226 2.001735 1.273271 0.1 0.1 -0.2
H -3.770643 3.396312 -0.262233 0.3 0.0 -0.1
H -2.679012 4.605961 -2.149422 0.1 -0.2 0.2
H -0.259802 4.248226 -2.613292 -0.1 -0.1 0.2
H 1.079512 2.766971 -1.151915 -0.2 0.0 0.2
H 0.514218 -2.313401 0.857953 0.4 0.2 0.0
H 2.437872 -3.441045 1.978847 -0.2 0.1 -0.6
```
Forces are in eV/Å.

=====

Record 3
Below is an isolated molecule of C5H9NO, with properties calculated with ωB97M-V/def2-TZVPD.

The charge is 0. For the energy above the lowest of the compared OMol25 structures with the same formula, charge and spin, the calculation gives 81.7 kcal/mol. Its orbital gap is 10.87 eV. The SMILES is COC[C@@H](C)C#N. The value obtained for the LUMO energy is 0.8 eV.

Geometry as XYZ:
```
16
Properties=species:S:1:pos:R:3:forces:R:3
C 2.664481 0.405461 0.210544 0.1 0.0 0.0
O 1.290822 0.756182 0.260019 -0.3 0.1 -0.1
C 0.442811 -0.371109 0.274897 -0.5 -0.2 -0.2
C -1.080661 0.032634 0.337564 -0.8 -0.4 -0.3
C -1.975520 0.573109 -1.124093 1.1 -1.6 2.7
C -1.883480 -1.096978 0.689770 -0.7 -1.2 0.6
N -2.601440 -1.993537 0.815724 0.5 0.4 0.1
H 3.243176 1.333639 0.190095 -0.2 -0.2 0.0
H 2.901032 -0.177530 -0.692435 -0.1 0.1 0.1
H 2.983058 -0.181137 1.088405 -0.2 0.1 -0.1
H 0.658250 -0.970111 1.183283 -0.2 0.2 -0.3
H 0.646846 -1.017573 -0.591423 -0.1 0.1 0.0
H -1.123654 0.835039 1.100162 -0.4 -0.3 -0.5
H -2.972267 0.961836 -0.866588 0.9 0.2 0.3
H -1.089954 1.129430 -1.000446 0.3 2.4 -2.7
H -2.103496 -0.219358 -1.875474 0.8 0.3 0.4
```
Forces are in eV/Å.

=====

| no. | largest force on an atom (hartree/bohr) |
| --- | --- |
| 1 | 0.0846 |
| 2 | 0.0576 |
| 3 | 0.0709 |